# 1
Here is a molecular structure, C7H22NNaO7 at a distorted geometry from the OMol25 dataset. Energies are from ωB97M-V with the def2-TZVPD basis set.

```
! wB97M-V def2-TZVPD RIJCOSX def2/J DEFGRID3
* xyz 0 1
Na -23.207 16.075 20.622
N -21.116 13.178 21.120
O -19.946 12.775 20.913
O -21.326 14.410 21.321
O -22.071 12.362 21.175
C -20.385 16.001 17.835
C -21.196 17.177 18.407
O -21.085 17.208 19.824
H -20.568 15.078 18.384
H -19.349 16.235 18.102
H -20.523 15.932 16.759
H -22.237 17.043 18.095
H -20.880 18.154 18.030
H -20.220 17.530 20.082
C -27.598 14.166 20.877
C -26.789 15.168 20.016
O -25.373 14.897 20.165
H -27.060 13.218 20.904
H -28.536 13.933 20.365
H -27.843 14.482 21.888
H -26.930 16.187 20.351
H -26.999 14.894 18.983
H -25.178 14.011 19.844
C -25.553 19.949 18.539
C -24.976 19.114 19.679
O -24.646 17.799 19.201
H -24.878 19.991 17.692
H -25.777 20.960 18.893
H -26.552 19.547 18.348
H -25.526 19.142 20.615
H -24.016 19.574 19.962
H -24.095 17.906 18.421
C -25.409 17.246 23.287
O -24.065 17.523 22.923
H -25.483 16.406 23.983
H -25.929 18.155 23.590
H -25.928 16.849 22.408
H -23.558 17.719 23.715
*
```

Calculated values
LUMO energy: -0.097 eV
Largest force on an atom: 0.050 hartree/bohr
E_HOMO: -7.486 eV
Relative energy (zero: lowest compared OMol25 entry of this formula, charge and spin): 15.6 kcal per mole


# 2
Here is a molecular structure, C43H33N4O5PRe at a distorted geometry from the OMol25 dataset. Energies are from ωB97M-V with the def2-TZVPD basis set.

```
! wB97M-V def2-TZVPD RIJCOSX def2/J DEFGRID3
* xyz 2 4
Re -2.651 0.951 -1.254
C -6.482 0.831 -1.424
C -5.814 1.978 -2.127
C -6.630 2.996 -2.664
C -6.081 4.068 -3.396
C -4.672 4.040 -3.584
C -3.909 2.973 -3.030
N -4.473 2.028 -2.194
C -2.547 2.658 -3.570
C -1.884 3.278 -4.604
C -0.843 2.575 -5.263
C -0.378 1.356 -4.725
C -1.056 0.778 -3.669
N -2.006 1.491 -2.978
C -0.961 -0.576 -3.140
C -0.257 -1.660 -3.662
C -0.190 -2.839 -2.920
C -1.043 -2.974 -1.803
C -1.867 -1.918 -1.394
C -2.875 -2.235 -0.300
N -1.773 -0.728 -2.003
H -6.531 1.028 -0.337
H -5.889 -0.047 -1.588
H -7.526 0.725 -1.775
H -7.755 2.839 -2.590
H -6.694 4.871 -3.753
H -4.192 4.776 -4.171
H -2.364 4.117 -5.057
H -0.437 2.972 -6.218
H 0.336 0.763 -5.313
H 0.177 -1.601 -4.615
H 0.574 -3.573 -3.104
H -1.228 -3.909 -1.288
H -2.661 -3.291 -0.129
H -3.922 -2.094 -0.720
H -2.688 -1.649 0.668
O 0.361 1.133 -0.729
C -0.765 1.410 -0.343
C -0.975 2.166 0.935
C 0.053 2.355 1.884
C -0.188 3.068 3.042
C -1.340 3.815 3.205
C -2.331 3.690 2.239
C -2.220 2.808 1.162
P -3.815 2.291 0.426
C 3.659 -0.316 0.724
C 4.259 0.936 1.031
C 4.711 1.748 -0.002
C 4.544 1.368 -1.335
C 3.784 0.205 -1.654
C 3.351 -0.576 -0.657
C 3.147 -0.834 4.195
C 2.312 -0.498 5.255
C 2.804 -0.696 6.540
C 4.050 -1.218 6.797
C 4.847 -1.634 5.705
C 4.341 -1.466 4.387
H 0.995 1.879 1.727
H 0.506 3.081 3.841
H -1.560 4.400 4.119
H -3.258 4.297 2.416
H 4.416 1.200 2.097
H 5.285 2.597 0.298
H 5.078 1.941 -2.135
H 3.623 -0.020 -2.692
H 2.870 -1.537 -0.864
H 1.371 -0.036 5.074
H 2.175 -0.445 7.442
H 4.356 -1.264 7.861
H 5.844 -2.090 5.830
H 4.876 -1.851 3.520
O 2.648 -0.524 2.928
C 3.084 -1.145 1.854
O -3.809 0.684 0.217
C 2.732 -2.473 1.558
C 1.764 -3.133 2.310
C 1.496 -4.482 2.124
C 2.171 -5.213 1.183
C 3.247 -4.521 0.501
C 3.505 -3.179 0.618
N 4.029 -5.290 -0.430
O 4.841 -4.682 -1.157
O 3.984 -6.523 -0.371
H 1.190 -2.481 2.956
H 0.665 -4.918 2.741
H 2.053 -6.252 1.047
H 4.431 -2.771 0.273
*
```

Calculated values
LUMO energy (spin up / spin down): -7.303 / -7.303 eV
Largest force on an atom: 0.093 hartree/bohr
E_HOMO (spin up / spin down): -11.782 / -11.890 eV


# 3
Here is 2 unconnected molecules or ions with the total composition C3H3NO at a distorted geometry from the OMol25 dataset. Energies are from ωB97M-V with the def2-TZVPD basis set.

```
! wB97M-V def2-TZVPD RIJCOSX def2/J DEFGRID3
* xyz 0 1
C 0.725 1.219 -0.422
C 1.131 0.277 0.391
O 1.468 -0.585 1.110
H -0.052 0.974 -1.137
H 1.135 2.217 -0.352
C -1.465 -1.387 0.158
N -1.980 -0.816 -0.703
H -0.963 -1.899 0.954
*
```

Calculated values
SMILES: C=C=O.C#N
LUMO energy: 0.844 eV
Largest force on an atom: 0.023 hartree/bohr
E_HOMO: -9.461 eV
Relative energy (zero: lowest compared OMol25 entry of this formula, charge and spin): 27.7 kcal per mole


# 4
Here is a molecular structure, C30H23F3N7NdO5S2 from the OMol25 dataset. Energies are from ωB97M-V with the def2-TZVPD basis set.

```
! wB97M-V def2-TZVPD RIJCOSX def2/J DEFGRID3
* xyz 0 4
Nd 0.163 0.427 -0.729
C -5.445 -1.228 2.055
S -4.324 -2.629 2.185
C -2.796 -1.785 1.998
S -1.367 -2.638 1.569
N -2.687 -0.512 2.138
N -1.380 -0.113 1.921
C -1.071 1.192 2.451
C 0.027 1.986 2.183
C 0.329 3.037 3.139
C 1.447 3.784 3.021
C 2.347 3.568 1.939
C 1.982 2.627 1.027
N 0.865 1.863 1.107
H -5.526 -0.685 2.993
H -6.413 -1.645 1.785
H -5.099 -0.552 1.278
H -1.754 1.449 3.241
H -0.346 3.173 3.973
H 1.662 4.541 3.766
H 3.256 4.136 1.818
H 2.604 2.448 0.156
O -0.489 0.977 -3.342
C 0.077 1.943 -2.796
O -0.313 2.500 -1.730
C 1.545 2.113 -3.115
C 2.077 2.647 -4.312
C 3.429 2.584 -4.476
C 4.239 1.980 -3.481
C 5.644 1.865 -3.613
C 6.380 1.259 -2.637
C 5.743 0.745 -1.484
C 4.390 0.845 -1.329
C 3.612 1.467 -2.331
N 2.258 1.556 -2.168
H 1.419 3.078 -5.051
H 3.900 2.983 -5.366
H 6.123 2.263 -4.498
H 7.452 1.171 -2.741
H 6.336 0.269 -0.715
H 3.902 0.461 -0.442
O 0.666 -0.925 1.239
C -0.526 -1.101 1.572
F 2.967 -5.313 -4.563
C 3.839 -4.421 -4.052
F 4.672 -5.090 -3.239
F 4.570 -3.948 -5.082
C 3.113 -3.310 -3.337
C 3.133 -3.205 -1.963
C 2.419 -2.162 -1.382
N 1.760 -1.251 -2.085
C 1.725 -1.379 -3.418
C 2.387 -2.388 -4.082
H 3.662 -3.914 -1.344
H 2.392 -2.056 -0.302
H 1.142 -0.637 -3.952
H 2.336 -2.449 -5.160
C -4.055 -0.196 -2.935
N -3.044 -1.185 -2.599
C -2.970 -2.397 -3.249
C -1.991 -3.274 -2.990
C -0.951 -2.932 -2.016
O -0.047 -3.702 -1.719
N -1.033 -1.672 -1.460
C -2.092 -0.883 -1.674
O -2.170 0.200 -1.017
H -4.449 -0.438 -3.921
H -3.598 0.791 -2.957
H -4.869 -0.200 -2.210
H -3.762 -2.580 -3.961
H -1.951 -4.233 -3.480
*
```

Calculated values
LUMO energy (spin up / spin down): -0.365 / -0.362 eV
Largest force on an atom: 0.013 hartree/bohr
E_HOMO (spin up / spin down): -6.080 / -6.087 eV
Relative energy (zero: lowest compared OMol25 entry of this formula, charge and spin): 39.7 kcal per mole


# 5
Here is 2 unconnected molecules or ions with the total composition C6H11N2O3 at a distorted geometry from the OMol25 dataset. Energies are from ωB97M-V with the def2-TZVPD basis set.

```
! wB97M-V def2-TZVPD RIJCOSX def2/J DEFGRID3
* xyz 1 1
C -1.694 -1.860 1.477
C -1.408 0.815 -0.870
C -2.011 -0.368 -2.769
C 2.205 0.728 0.500
C 2.265 -0.265 1.586
C -0.291 1.064 0.006
N -1.454 -0.940 0.868
N 0.865 0.473 -0.199
O -2.516 1.254 -0.724
O 1.323 -0.005 2.577
O -1.073 -0.075 -1.787
H -2.052 -2.727 1.965
H -1.968 -1.417 -3.063
H -1.887 0.268 -3.557
H -3.027 -0.073 -2.399
H 2.274 1.765 0.826
H 3.026 0.635 -0.334
H 3.232 -0.417 2.052
H 1.845 -1.196 1.056
H -0.358 1.888 0.667
H 0.881 -0.259 -0.877
H 1.823 0.714 2.999
*
```

Calculated values
LUMO energy: -5.236 eV
Largest force on an atom: 0.081 hartree/bohr
E_HOMO: -14.842 eV
Relative energy (zero: lowest compared OMol25 entry of this formula, charge and spin): 52.7 kcal per mole


# 6
Here is C5H7O5P in the gas phase at a distorted geometry from the OMol25 dataset. Energies are from ωB97M-V with the def2-TZVPD basis set.

```
! wB97M-V def2-TZVPD RIJCOSX def2/J DEFGRID3
* xyz 0 1
O -0.723 0.877 3.938
C -0.598 0.625 2.776
C 0.208 0.870 1.571
C 0.176 -0.222 0.611
O 0.906 -1.398 0.954
C 0.420 0.163 -0.805
O 1.831 -0.073 -1.209
C -0.522 -0.425 -1.860
O 0.092 -0.310 -3.103
P -1.710 -0.164 1.421
O -2.688 0.766 0.837
H 0.394 1.837 1.237
H 0.737 -1.540 1.903
H 0.460 1.289 -1.013
H 2.079 -0.935 -0.995
H -0.721 -1.459 -1.568
H -1.396 0.208 -1.937
H 1.057 -0.109 -2.759
*
```

Calculated values
SMILES: O=C1[C@H]2[C@](O)([C@@H](O)CO)[P@@]12=O
LUMO energy: -1.727 eV
Largest force on an atom: 0.070 hartree/bohr
E_HOMO: -9.647 eV
Relative energy (zero: lowest compared OMol25 entry of this formula, charge and spin): 37.0 kcal per mole


# 7
Here is a molecular structure, C4H7NO2 at a distorted geometry from the OMol25 dataset. Energies are from ωB97M-V with the def2-TZVPD basis set.

```
! wB97M-V def2-TZVPD RIJCOSX def2/J DEFGRID3
* xyz 0 1
C 0.832 -0.525 1.145
C -0.179 1.292 -0.758
N -0.077 -1.186 0.168
C 1.182 -0.062 -0.202
C -1.331 -0.410 -0.038
O 2.150 -0.045 -0.895
O -1.995 -0.087 0.934
H -0.033 -2.189 0.021
H -1.741 -0.689 -1.018
H 0.291 0.130 1.824
H 1.567 -1.196 1.582
H -0.045 1.131 -1.826
H -1.129 1.771 -0.526
H 0.509 2.065 -0.413
*
```

Calculated values
LUMO energy: 0.399 eV
Largest force on an atom: 0.059 hartree/bohr
E_HOMO: -9.050 eV
Relative energy (zero: lowest compared OMol25 entry of this formula, charge and spin): 119.7 kcal per mole


# 8
Here is a molecular structure, C15H25HgIN6O from the OMol25 dataset. Energies are from ωB97M-V with the def2-TZVPD basis set.

```
! wB97M-V def2-TZVPD RIJCOSX def2/J DEFGRID3
* xyz 1 2
Hg 0.344 -0.968 0.253
N 1.030 -0.631 3.025
C 2.377 -1.125 3.302
C 3.365 -0.576 2.286
N 3.058 -1.093 0.952
H 0.949 0.354 3.244
H 0.331 -1.127 3.562
H 2.358 -2.215 3.229
H 2.728 -0.862 4.304
H 4.378 -0.829 2.611
H 3.287 0.514 2.259
H 3.167 -2.100 0.926
H 3.661 -0.696 0.243
C 2.697 2.228 -3.958
N 1.877 1.544 -2.975
C 1.746 2.165 -1.673
C 1.273 0.376 -3.245
O 0.582 -0.268 -2.468
H 3.650 2.513 -3.511
H 2.202 3.132 -4.318
H 2.892 1.573 -4.805
H 1.547 3.230 -1.792
H 2.662 2.042 -1.088
H 0.918 1.702 -1.143
H 1.451 0.027 -4.273
I 1.119 -4.515 0.869
C -0.886 -4.240 0.311
C -1.786 -5.284 0.452
C -3.083 -5.066 0.017
C -3.424 -3.836 -0.525
C -2.449 -2.860 -0.604
N -1.194 -3.058 -0.189
H -1.482 -6.227 0.880
H -3.818 -5.857 0.096
H -4.426 -3.636 -0.878
H -2.659 -1.883 -1.022
N -3.400 4.654 0.273
C -2.705 3.494 0.378
C -1.398 3.468 0.884
C -0.737 2.264 0.969
N -1.264 1.098 0.585
C -2.505 1.124 0.093
C -3.257 2.271 -0.025
H -3.001 5.522 0.579
H -4.359 4.655 -0.020
H -0.915 4.382 1.207
H 0.272 2.221 1.367
H -2.914 0.171 -0.220
H -4.261 2.228 -0.427
*
```

Calculated values
LUMO energy (spin up / spin down): -1.916 / -3.321 eV
Largest force on an atom: 0.006 hartree/bohr
E_HOMO (spin up / spin down): -9.266 / -11.355 eV
Relative energy (zero: lowest compared OMol25 entry of this formula, charge and spin): 8.1 kcal per mole


Q: Which formula does entry 5 have?
A: C6H11N2O3